C46H36BF4N10O2STi as an isolated structure. Source: OMol25; level of theory: the ωB97M-V functional and the def2-TZVPD basis.

```
101
Properties=species:S:1:pos:R:3:forces:R:3:mulliken_spin:R:1
Ti -0.446291 -0.391479 0.203742 -0.437 0.447 0.334 0.83
O 0.473745 1.129862 0.660414 1.863 2.270 2.470 0.06
C 1.193901 1.684332 1.802826 -0.761 -0.070 -1.801 -0.01
C 0.675950 0.933401 3.098126 2.310 0.976 0.041 0.00
C 1.216838 -0.472499 3.254520 0.149 -0.744 -0.170 0.00
C 2.061794 -0.892815 4.308731 -0.659 0.380 -0.811 0.00
C 2.530215 -2.199455 4.331322 -0.275 0.802 1.147 0.00
C 2.081574 -3.063785 3.387103 0.051 -1.946 -1.216 0.00
C 1.169772 -2.639489 2.418523 0.352 1.260 0.176 0.01
C 0.599188 -3.612648 1.469133 0.243 -2.100 -0.571 0.01
C 0.807089 -3.255870 -0.018652 -0.582 1.321 0.522 0.00
O 0.226629 -1.968412 -0.182678 1.555 -3.742 -0.622 -0.01
C 2.333507 -3.214897 -0.352149 -0.010 -0.701 -0.721 -0.01
C 2.991650 -2.108970 -0.934436 -2.844 0.805 0.425 0.00
C 4.242514 -2.225267 -1.427102 1.695 -0.634 -1.000 0.00
C 4.899342 -3.454557 -1.438834 -0.572 0.399 1.261 0.00
C 4.303473 -4.546736 -0.812015 -0.281 0.332 -0.145 0.00
C 3.024305 -4.453641 -0.287147 -0.561 1.663 0.099 0.00
C 0.078989 -4.260631 -0.957243 0.459 0.291 -1.838 0.00
C 0.175199 -3.925243 -2.361201 0.061 -0.528 1.350 0.00
C -0.387415 -4.741866 -3.312807 -0.830 0.237 -1.002 0.00
C -1.234295 -5.800983 -2.934116 0.455 0.008 0.811 0.00
C -1.325863 -6.160768 -1.593671 0.132 0.288 0.351 0.00
C -0.602695 -5.435708 -0.615636 0.295 0.794 -0.188 0.00
N 0.820791 -1.339971 2.310978 -0.101 -0.328 0.741 -0.02
C 0.942377 3.224878 1.843470 -0.037 -0.075 0.698 0.00
C 0.599404 3.920541 0.692402 -0.148 -0.667 -0.020 0.00
C 0.376715 5.275988 0.665296 -0.209 1.366 0.264 0.00
C 0.522671 6.035355 1.819683 0.032 -0.524 0.648 0.00
C 0.872887 5.343972 3.003152 0.351 1.747 -0.532 0.00
C 1.138152 3.997583 3.002149 -0.038 -0.738 0.307 0.00
C 2.743862 1.611323 1.601610 1.268 -0.721 0.569 0.00
C 3.600359 1.458968 2.705486 0.411 0.087 0.047 0.00
C 4.987287 1.196575 2.589909 -1.584 0.863 -1.623 0.00
C 5.535431 1.176819 1.308278 1.032 -1.081 1.078 0.00
C 4.732280 1.336411 0.196135 0.786 0.466 0.767 0.00
C 3.413205 1.638622 0.360445 -2.646 -0.523 -0.301 0.00
H 1.033932 1.514199 3.951303 -0.067 -0.040 0.164 0.00
H -0.388133 0.991099 3.129558 -0.836 -0.230 -0.307 0.00
H 2.321054 -0.180159 5.066145 0.173 0.181 0.324 0.00
H 3.104921 -2.580294 5.172489 0.264 0.273 -0.233 0.00
H 2.463437 -4.120600 3.330349 -0.593 1.163 0.235 0.00
H 1.125272 -4.573888 1.657814 -0.134 0.397 -0.084 0.00
H -0.447858 -3.906252 1.671700 0.182 0.858 -0.122 0.00
H 2.476890 -1.137957 -1.162258 0.203 -1.190 0.769 0.00
H 4.697001 -1.374806 -1.927188 -0.038 -0.038 0.121 0.00
H 5.913259 -3.488503 -1.754817 0.649 -0.280 -0.527 0.00
H 4.815683 -5.476549 -0.762992 0.444 -0.701 0.013 0.00
H 2.486185 -5.269042 0.183631 0.333 -0.291 -0.231 0.00
H 0.708091 -3.040040 -2.692469 -0.015 0.030 0.249 0.00
H -0.290756 -4.458467 -4.393704 -0.114 -0.340 1.150 0.00
H -1.824898 -6.345541 -3.647685 -0.029 -0.083 -0.355 0.00
H -2.006021 -6.963101 -1.261077 0.521 0.361 -0.296 0.00
H -0.569954 -5.760808 0.421976 -0.353 -0.028 -0.134 0.00
H 0.464460 3.393622 -0.218192 -0.061 -0.615 -0.506 0.00
H 0.040588 5.786331 -0.243085 0.261 -0.433 0.128 0.00
H 0.380951 7.125831 1.806143 -0.009 -0.591 0.112 0.00
H 1.061401 5.929481 3.908225 -0.161 -0.245 -0.181 0.00
H 1.517324 3.591413 3.950119 -0.297 -0.170 -0.516 0.00
H 3.189915 1.596144 3.692029 -0.075 -0.320 0.281 0.00
H 5.607639 1.025873 3.431442 0.336 -0.029 0.802 0.00
H 6.605691 0.896436 1.230814 -0.732 0.304 -0.225 0.00
H 5.188761 1.235206 -0.759284 -0.007 0.109 -0.781 0.00
H 2.769111 1.749007 -0.503711 0.035 -0.029 -0.232 0.00
C -1.922328 1.554886 -4.742621 -0.341 -1.110 0.121 0.00
N -2.961152 2.154586 -3.911363 -1.361 0.627 -0.797 0.00
C -4.248916 2.529751 -4.392571 1.160 0.188 0.841 0.00
C -4.896065 3.137742 -3.376331 -1.120 0.241 -0.572 0.00
N -4.085391 3.115419 -2.271048 1.521 -0.650 0.739 0.00
C -2.804375 2.605679 -2.636762 -0.721 -0.253 0.289 0.00
S -1.440347 2.590476 -1.730276 0.197 0.145 -0.129 0.00
C -4.369567 3.574304 -0.954061 0.217 0.873 0.056 0.00
C -5.053579 4.805102 -0.836116 -0.377 0.329 0.414 0.00
C -5.129532 5.448221 0.435319 0.715 -2.275 -0.828 0.00
C -4.562793 4.739215 1.510197 -1.085 0.930 -1.934 0.00
C -4.088091 3.482306 1.245840 1.236 -0.787 1.656 0.00
N -3.879722 2.893301 0.101991 -1.246 0.581 -2.543 0.00
H -2.359386 1.106478 -5.649039 -0.236 0.161 0.496 0.00
H -1.398846 0.759532 -4.200130 -0.217 0.218 0.034 0.00
H -1.183949 2.245807 -5.077394 0.546 0.868 0.060 0.00
H -4.501604 2.416998 -5.425807 -0.174 -0.183 -0.112 0.00
H -5.881914 3.627906 -3.343053 0.686 -0.611 -0.115 0.00
H -5.533202 5.209502 -1.754145 0.567 -0.017 0.892 0.00
H -5.627880 6.378073 0.584347 -0.187 0.584 -0.104 0.00
H -4.540344 5.127508 2.489921 -0.061 0.317 0.952 0.00
H -3.738557 2.878228 2.061094 0.120 -0.123 0.614 0.00
N -2.100581 -0.659084 1.657591 -1.831 -0.764 0.917 -0.01
C -3.008166 -1.215365 2.185515 1.987 0.058 -0.818 0.04
N -3.904975 -2.019190 2.685191 0.455 0.901 -1.172 0.00
C -4.228562 -1.957668 3.938562 -0.875 -0.407 3.411 0.00
N -4.565747 -2.035889 5.074354 0.640 0.309 -2.400 0.00
F 2.314070 -0.635563 -3.476719 -0.064 -0.339 0.663 0.00
B 1.076732 0.001859 -3.249428 -0.550 -1.095 0.856 0.00
F 0.024922 -0.847127 -3.689845 0.464 0.453 -0.344 0.00
F 1.172668 1.195515 -3.892377 -0.553 1.101 -0.493 0.00
F 0.757973 0.228467 -1.823714 1.089 -0.053 -0.916 0.00
N -5.035685 -2.841621 -3.528178 0.713 0.012 0.528 0.01
C -4.233201 -2.670532 -2.692641 -1.402 -0.003 -1.219 0.00
N -3.428211 -2.528368 -1.694056 -0.663 -1.364 0.394 0.01
C -2.639122 -1.585776 -1.472212 2.675 2.592 0.246 0.02
N -1.813077 -0.768275 -1.233055 -2.728 -1.157 -0.849 0.06
```
Positions in Å, forces in eV/Å.

## Properties
Net charge   -2
Multiplicity   2
Energy above the lowest of the compared OMol25 structures with the same formula, charge and spin   25.0 kcal per mole
M   927.60 g/mol
Frontier orbital gap (spin up / spin down)   5.54 / 6.94 eV
Expectation value of S²   0.75